Version one
A 3-piece molecular cluster, C2H10NO2 overall, computed with ωB97M-V/def2-TZVPD.

The geometry in XYZ format:
```
15
C2H10NO2 ωB97M-V/def2-TZVPD
C 0.0761 0.3219 -0.8801
C -0.8952 0.8670 -1.6365
N -0.2372 -0.2783 0.5083
H 1.1138 0.3087 -1.2340
H -0.6688 0.9139 -2.7156
H -1.8880 1.2157 -1.3757
H -1.2089 -0.4874 0.7058
H 0.0150 0.5497 1.2322
H 0.3763 -1.1247 0.5734
H 0.9812 -3.0165 -0.9877
H 0.3450 -3.6097 0.2933
O 0.4964 -2.8123 -0.2028
H -0.2442 2.6430 1.7979
H 1.2838 2.4888 2.0771
O 0.4547 2.0202 1.8444
```

Computed properties:
spin multiplicity	1
total charge	+1
M	80.11	g/mol

From a Mulliken analysis of the wavefunction, the atomic charges in e read: number 1, C, carries -0.024; number 2, C, carries -0.663; number 3, N, carries -0.312; number 4, H, carries 0.368; number 5, H, carries 0.223; number 6, H, carries 0.286; number 7, H, carries 0.357; number 8, H, carries 0.382; number 9, H, carries 0.418; number 10, H, carries 0.306; number 11, H, carries 0.299; number 12, O, carries -0.633; number 13, H, carries 0.318; number 14, H, carries 0.319; number 15, O, carries -0.645

***

Version two
A 4-piece molecular cluster, C2H10NO2 overall, computed with ωB97M-V/def2-TZVPD.

The geometry in XYZ format:
```
15
C2H10NO2 ωB97M-V/def2-TZVPD
C -0.8313 -1.7639 -0.2853
C -0.8503 -1.0352 -1.4727
N 0.1620 -0.0029 2.5187
H -1.5172 -2.5915 -0.1286
H -1.5320 -1.3039 -2.2702
H -0.1354 -0.2464 -1.5906
H -0.5143 0.6994 2.7993
H 0.7162 -0.3070 3.3101
H 0.6806 0.2442 1.6766
H 0.0751 2.7810 -1.4460
H 0.5136 1.4117 -0.6551
O -0.1733 1.8905 -1.1715
H 2.2437 0.3019 0.0277
H -0.1707 -1.4341 0.4964
O 1.2722 0.2873 0.1302
```

Computed properties:
spin multiplicity	1
total charge	+1
M	80.11	g/mol

From a Mulliken analysis of the wavefunction, the atomic charges in e read: number 1, C, carries -0.158; number 2, C, carries -0.173; number 3, N, carries -0.399; number 4, H, carries 0.279; number 5, H, carries 0.284; number 6, H, carries 0.221; number 7, H, carries 0.306; number 8, H, carries 0.305; number 9, H, carries 0.299; number 10, H, carries 0.344; number 11, H, carries 0.441; number 12, O, carries -0.592; number 13, H, carries 0.268; number 14, H, carries 0.188; number 15, O, carries -0.612

***

Of them, version one has the highest stability.

***

Version one
A 2-piece molecular cluster, C6H12NO overall, computed with ωB97M-V/def2-TZVPD.

The geometry in XYZ format:
```
20
C6H12NO ωB97M-V/def2-TZVPD
O -1.5816 0.6805 -1.4402
C -1.2508 0.5584 -0.2427
C 0.0367 0.8019 0.2830
C 0.4136 0.4331 1.6979
C 0.5893 -1.0149 2.0363
C 2.7068 -2.1188 1.2808
C 1.5306 -1.5972 1.0262
N -2.5032 1.9824 -4.2404
H -2.0361 0.2714 0.5074
H 0.6209 1.6186 -0.1841
H -0.3412 0.8607 2.3896
H 1.3125 0.9260 1.9442
H 1.1913 -1.2119 2.9087
H -0.4164 -1.5068 2.1539
H 3.5717 -2.4865 0.7813
H 2.8985 -2.1826 2.3367
H 1.0552 -1.3855 0.0380
H -3.1070 1.2560 -3.7618
H -2.8914 2.6928 -4.9194
H -1.7995 1.4222 -4.5954
```

Computed properties:
spin multiplicity	1
total charge	+1
M	114.17	g/mol

From a Mulliken analysis of the wavefunction, the atomic charges in e read: number 1, O, carries -0.285; number 2, C, carries -0.059; number 3, C, carries 0.157; number 4, C, carries -0.619; number 5, C, carries -0.467; number 6, C, carries -0.908; number 7, C, carries 0.074; number 8, N, carries -0.589; number 9, H, carries 0.388; number 10, H, carries 0.398; number 11, H, carries 0.409; number 12, H, carries 0.368; number 13, H, carries 0.374; number 14, H, carries 0.272; number 15, H, carries 0.340; number 16, H, carries 0.176; number 17, H, carries 0.312; number 18, H, carries 0.224; number 19, H, carries 0.227; number 20, H, carries 0.210

***

Version two
An isolated ion of composition C6H12NO and charge +1, computed with ωB97M-V/def2-TZVPD.

The geometry in XYZ format:
```
20
C6H12NO ωB97M-V/def2-TZVPD
C -2.4580 0.0237 0.5853
C -1.2747 -0.4693 0.5845
C -0.0304 0.2574 0.0628
C 0.0526 1.7518 0.4510
C -0.0609 0.1291 -1.5261
N 1.3544 -0.2434 0.3370
C 1.7236 -1.5859 0.0747
O 2.1979 0.5212 0.6835
H -2.7414 1.0889 0.4193
H -3.3785 -0.5092 0.7444
H -0.9725 -1.5367 0.9098
H 0.8504 2.2842 -0.0493
H 0.5012 1.7042 1.5434
H -0.8780 2.2844 0.7883
H 0.9718 0.1593 -2.0266
H -0.5367 1.0015 -1.8058
H -0.5526 -0.8285 -1.9797
H 2.7045 -1.8253 0.0637
H 1.2081 -1.9344 -0.7400
H 1.3191 -2.2730 0.8797
```

Computed properties:
spin multiplicity	1
total charge	+1
SMILES	C=CC(C)(C)[N+](C)=O
M	114.17	g/mol

From a Mulliken analysis of the wavefunction, the atomic charges in e read: number 1, C, carries -0.856; number 2, C, carries -0.126; number 3, C, carries 1.102; number 4, C, carries -1.253; number 5, C, carries -1.500; number 6, N, carries 0.682; number 7, C, carries -0.859; number 8, O, carries -0.307; number 9, H, carries 0.203; number 10, H, carries 0.291; number 11, H, carries 0.148; number 12, H, carries 0.403; number 13, H, carries 0.371; number 14, H, carries 0.305; number 15, H, carries 0.385; number 16, H, carries 0.487; number 17, H, carries 0.383; number 18, H, carries 0.391; number 19, H, carries 0.384; number 20, H, carries 0.366

***

Of them, version two has the highest stability.

***

Version one
An isolated ion of composition C6H12NO and charge +1, computed with ωB97M-V/def2-TZVPD.

The geometry in XYZ format:
```
20
C6H12NO ωB97M-V/def2-TZVPD
C -0.1040 -1.6052 0.0369
N -0.2163 -0.3982 0.2144
C -1.4402 0.3311 -0.1767
C -2.7226 -0.4235 -0.1259
C 0.6979 0.5299 0.7944
C 1.8175 1.1085 -0.0906
C 2.9307 0.2156 -0.5024
O 2.9597 -0.8691 -0.0827
H 0.8759 -2.0723 0.3759
H -0.8772 -2.2671 -0.3398
H -1.5623 1.1751 0.4764
H -1.2582 0.7042 -1.2748
H -2.9542 -1.2671 -0.7288
H -2.9653 -0.9379 0.8674
H -3.4669 0.2713 -0.3645
H 1.2216 -0.0628 1.6552
H 0.1106 1.3400 1.1850
H 1.2737 1.4650 -1.0154
H 2.1428 2.0938 0.4675
H 3.5370 0.6686 -1.3715
```

Computed properties:
spin multiplicity	1
total charge	+1
SMILES	C=[N+](CC)CCC=O
M	114.17	g/mol

From a Mulliken analysis of the wavefunction, the atomic charges in e read: number 1, C, carries -0.067; number 2, N, carries 0.204; number 3, C, carries -0.070; number 4, C, carries -1.623; number 5, C, carries -0.776; number 6, C, carries -0.485; number 7, C, carries 0.087; number 8, O, carries -0.408; number 9, H, carries 0.266; number 10, H, carries 0.282; number 11, H, carries 0.333; number 12, H, carries 0.244; number 13, H, carries 0.472; number 14, H, carries 0.383; number 15, H, carries 0.399; number 16, H, carries 0.364; number 17, H, carries 0.442; number 18, H, carries 0.296; number 19, H, carries 0.333; number 20, H, carries 0.324

***

Version two
An isolated ion of composition C6H12NO and charge +1, computed with ωB97M-V/def2-TZVPD.

The geometry in XYZ format:
```
20
C6H12NO ωB97M-V/def2-TZVPD
C -1.3774 0.5505 -1.0629
C -0.9513 -0.3436 1.1874
C -2.3596 -0.0955 0.8886
C 1.5902 0.9770 0.3921
C 1.6168 -0.7537 -1.4535
C 1.0936 -0.4630 -0.0122
N -0.2322 -0.6881 0.1085
O -2.4076 0.6837 -0.3828
H -1.3116 1.0823 -2.0000
H -0.6936 0.5291 1.7719
H -1.0101 -1.1737 1.8201
H -2.8445 -1.0248 0.4851
H -2.9802 0.4220 1.6246
H 0.8519 1.7968 0.0557
H 1.6096 0.9756 1.5241
H 2.4792 0.9629 -0.2200
H 1.5630 0.1442 -2.0484
H 0.9812 -1.4282 -1.9530
H 2.5612 -1.1489 -1.3992
H 1.8216 -1.0046 0.6738
```

Computed properties:
spin multiplicity	1
total charge	+1
M	114.17	g/mol

From a Mulliken analysis of the wavefunction, the atomic charges in e read: number 1, C, carries 0.149; number 2, C, carries -0.342; number 3, C, carries -0.569; number 4, C, carries -1.239; number 5, C, carries -1.677; number 6, C, carries 0.471; number 7, N, carries -0.231; number 8, O, carries -0.159; number 9, H, carries 0.390; number 10, H, carries 0.390; number 11, H, carries 0.443; number 12, H, carries 0.313; number 13, H, carries 0.351; number 14, H, carries 0.195; number 15, H, carries 0.362; number 16, H, carries 0.503; number 17, H, carries 0.405; number 18, H, carries 0.448; number 19, H, carries 0.460; number 20, H, carries 0.335

***

Of them, version one has the highest stability.

***

Version one
An isolated ion of composition C6H12NO and charge +1, computed with ωB97M-V/def2-TZVPD.

The geometry in XYZ format:
```
20
C6H12NO ωB97M-V/def2-TZVPD
C -2.0113 -1.3297 -0.3231
N -0.8928 -0.5027 -0.0301
C -1.2459 0.4219 0.9448
C 0.2597 -0.7031 -0.5317
C 1.5497 -0.0463 -0.2918
C 1.6148 1.3196 -0.7454
C 2.4815 -0.6518 0.7545
O 2.5906 -0.9504 -0.5901
H -2.7324 -0.7222 -0.8026
H -2.3800 -1.8018 0.5230
H -1.7543 -2.2033 -0.8641
H -0.4735 1.2432 1.1991
H -1.4817 0.1571 2.0066
H -2.0950 1.1015 0.6196
H 0.4121 -1.4085 -1.3554
H 1.8492 1.3716 -1.8540
H 2.3547 2.0360 -0.2946
H 0.7172 1.9673 -0.6740
H 3.3562 -0.0313 1.0008
H 2.1959 -1.4724 1.4057
```

Computed properties:
spin multiplicity	1
total charge	+1
SMILES	C[N+](C)=C[C@@]1(C)CO1
M	114.17	g/mol

From a Mulliken analysis of the wavefunction, the atomic charges in e read: number 1, C, carries -0.992; number 2, N, carries 0.147; number 3, C, carries -0.924; number 4, C, carries 0.015; number 5, C, carries 0.810; number 6, C, carries -1.344; number 7, C, carries -0.450; number 8, O, carries -0.474; number 9, H, carries 0.361; number 10, H, carries 0.409; number 11, H, carries 0.378; number 12, H, carries 0.280; number 13, H, carries 0.358; number 14, H, carries 0.407; number 15, H, carries 0.423; number 16, H, carries 0.324; number 17, H, carries 0.376; number 18, H, carries 0.344; number 19, H, carries 0.269; number 20, H, carries 0.282

***

Version two
An isolated ion of composition C6H12NO and charge +1, computed with ωB97M-V/def2-TZVPD.

The geometry in XYZ format:
```
20
C6H12NO ωB97M-V/def2-TZVPD
C 2.9624 -0.1436 -0.0774
C 1.2751 -0.2158 -0.3699
C -0.0110 0.6872 0.0147
O 0.1078 1.9547 -0.3517
N -0.5724 0.4130 1.4013
C -1.2238 0.0191 0.1414
C -2.5677 0.0318 -0.3464
C -1.8864 -1.2973 -0.2761
H 3.5138 -0.9884 0.3399
H 3.4760 0.2226 -0.9355
H 2.9030 0.7392 0.7173
H 1.1837 -0.1455 -1.4905
H 0.9224 -1.2101 -0.1252
H 1.0680 2.1753 -0.3298
H -0.0540 -0.3134 1.8797
H -1.0775 1.2061 1.8108
H -2.6736 0.4812 -1.3591
H -3.4450 0.1500 0.3212
H -2.2790 -2.0888 0.3140
H -1.6217 -1.6773 -1.2786
```

Computed properties:
spin multiplicity	1
total charge	+1
SMILES	CC[C@]1(O)[NH2+]C12CC2
M	114.17	g/mol

From a Mulliken analysis of the wavefunction, the atomic charges in e read: number 1, C, carries -0.758; number 2, C, carries -1.037; number 3, C, carries 1.200; number 4, O, carries -0.528; number 5, N, carries -0.261; number 6, C, carries -0.455; number 7, C, carries -0.250; number 8, C, carries -0.678; number 9, H, carries 0.319; number 10, H, carries 0.307; number 11, H, carries 0.211; number 12, H, carries 0.395; number 13, H, carries 0.440; number 14, H, carries 0.400; number 15, H, carries 0.322; number 16, H, carries 0.327; number 17, H, carries 0.230; number 18, H, carries 0.264; number 19, H, carries 0.296; number 20, H, carries 0.257

***

Version three
An isolated ion of composition C6H12NO and charge +1, computed with ωB97M-V/def2-TZVPD.

The geometry in XYZ format:
```
20
C6H12NO ωB97M-V/def2-TZVPD
C -1.2229 1.4525 -0.8083
C -0.4936 0.2748 -0.2140
C 0.9921 0.5342 0.4278
C 2.6256 0.3762 0.2339
O 3.2533 1.0561 1.2840
N -1.0629 -0.8768 -0.1480
C -1.3301 -2.1628 0.2796
C -2.3385 -1.3855 -0.4731
H -0.9491 1.7993 -1.8968
H -0.8609 2.2792 -0.1576
H -2.2954 1.2279 -0.6527
H 0.9956 0.1219 1.4257
H 1.0217 1.6883 0.3458
H 2.8482 -0.7132 0.2274
H 2.7940 0.9962 -0.6817
H 4.1934 1.1209 0.9572
H -1.3978 -2.2073 1.4281
H -0.7138 -2.9846 -0.1346
H -2.8354 -1.6725 -1.4305
H -3.2236 -0.9250 -0.0120
```

Computed properties:
spin multiplicity	1
total charge	+1
SMILES	CC(CCO)=[N+]1CC1
M	114.17	g/mol

From a Mulliken analysis of the wavefunction, the atomic charges in e read: number 1, C, carries -1.077; number 2, C, carries 0.821; number 3, C, carries -0.804; number 4, C, carries -0.449; number 5, O, carries -0.480; number 6, N, carries 0.148; number 7, C, carries -0.212; number 8, C, carries -0.683; number 9, H, carries 0.284; number 10, H, carries 0.394; number 11, H, carries 0.336; number 12, H, carries 0.370; number 13, H, carries 0.195; number 14, H, carries 0.323; number 15, H, carries 0.362; number 16, H, carries 0.358; number 17, H, carries 0.247; number 18, H, carries 0.285; number 19, H, carries 0.262; number 20, H, carries 0.319

***

Of them, version one has the highest stability.